(1)
C9H20ClN2O7S2 | ωB97M-V with the def2-TZVPD basis set

Last column: Löwdin charge in e.
Positions of all 41 atoms, in Å:
N  2.274  3.324  0.729  -0.12
S  1.442  1.851  1.103  0.60
O  2.351  0.644  0.816  -0.46
O  0.204  1.789  0.162  -0.44
N  0.822  1.775  2.714  -0.37
S  2.087  1.537  3.875  0.37
O  3.274  2.486  3.556  -0.49
O  1.535  1.819  5.292  -0.46
Cl  2.871  -0.411  3.841  0.36
H  2.205  4.028  1.487  0.06
H  3.249  3.165  0.421  0.06
C  6.980  -3.273  2.773  -0.03
C  5.669  -2.605  2.450  -0.49
O  5.078  -1.929  3.281  -0.03
C  5.114  -2.801  1.064  -0.02
H  7.258  -3.045  3.806  0.08
H  6.882  -4.356  2.668  0.08
H  7.762  -2.899  2.109  0.08
H  4.933  -3.863  0.883  0.08
H  5.814  -2.406  0.324  0.08
H  4.167  -2.262  0.974  0.09
C  -2.154  0.075  -0.266  -0.03
C  -2.604  -1.351  -0.443  -0.49
O  -2.312  -2.218  0.372  0.05
C  -3.429  -1.673  -1.661  -0.03
H  -1.569  0.160  0.653  0.08
H  -1.527  0.374  -1.109  0.09
H  -3.024  0.732  -0.191  0.07
H  -2.859  -1.451  -2.566  0.08
H  -4.355  -1.093  -1.647  0.07
H  -3.682  -2.737  -1.657  0.08
C  -5.192  1.852  -2.323  -0.03
C  -4.883  1.484  -3.750  -0.50
O  -3.760  1.131  -4.087  0.06
C  -6.009  1.569  -4.746  -0.03
H  -4.287  1.745  -1.718  0.07
H  -5.527  2.890  -2.271  0.09
H  -5.961  1.185  -1.925  0.09
H  -6.381  2.594  -4.801  0.08
H  -6.814  0.890  -4.456  0.08
H  -5.641  1.275  -5.734  0.08

Net charge ... -1
Orbital gap ... 0.30878 Ha
HOMO ... -0.224 Eh
LUMO energy ... 2.31 eV



(2)
C9H20GeN4Na | ωB97M-V with the def2-TZVPD basis set

Last column: Löwdin charge in e.
Positions of all 35 atoms, in Å:
Na  -0.137  1.160  -1.262  0.32
C  1.545  5.765  0.219  -0.26
Ge  0.701  4.069  -0.472  0.63
C  0.295  3.104  1.244  -0.25
C  -1.144  4.697  -0.988  -0.25
C  1.421  2.807  -1.691  -0.30
H  0.893  6.198  0.979  0.00
H  1.691  6.500  -0.575  -0.01
H  2.517  5.561  0.673  0.00
H  -0.240  3.732  1.959  0.01
H  1.221  2.766  1.715  0.01
H  -0.319  2.215  1.065  0.00
H  -1.589  5.325  -0.214  0.00
H  -1.804  3.841  -1.150  0.00
H  -1.121  5.270  -1.918  0.00
H  2.295  3.224  -2.207  -0.14
C  -1.745  -4.655  0.816  -0.10
C  -0.224  -4.513  0.741  -0.42
C  0.293  -4.855  -0.653  -0.09
C  0.225  -3.104  1.203  -0.18
N  -0.080  -1.988  0.353  -0.16
C  0.588  -1.644  -0.822  -0.25
N  -0.246  -1.029  -1.633  -0.13
N  -1.440  -0.958  -1.032  -0.18
N  -1.417  -1.528  0.186  -0.06
H  -2.073  -5.595  0.365  0.06
H  -2.220  -3.824  0.292  0.06
H  -2.082  -4.631  1.855  0.07
H  0.227  -5.218  1.454  0.12
H  -0.114  -4.169  -1.397  0.07
H  -0.005  -5.870  -0.929  0.07
H  1.383  -4.789  -0.696  0.07
H  1.311  -3.108  1.345  0.11
H  -0.237  -2.910  2.176  0.11
H  1.630  -1.845  -1.002  0.09

Net charge ... -1
Orbital gap (spin up / spin down) ... 0.23146 / 0.12597 Ha
HOMO (spin up / spin down) ... -0.142 / -0.037 Eh
LUMO energy (spin up / spin down) ... 2.44 / 2.42 eV



(3)
C9H20N2O3P | ωB97M-V with the def2-TZVPD basis set

Last column: Löwdin charge in e.
Positions of all 35 atoms, in Å:
C  -1.861  -0.616  2.707  -0.10
C  -1.498  1.558  1.870  -0.11
C  -0.547  -0.721  3.582  -0.05
C  -0.159  1.640  2.711  -0.07
C  -1.465  -0.242  0.264  0.04
C  -0.228  -2.366  -2.436  -0.03
C  0.844  -0.930  -4.304  0.00
C  2.120  -1.627  -2.154  -0.02
C  0.734  -1.281  -2.833  -0.60
N  -1.663  0.185  1.512  -0.17
N  -0.232  0.736  3.936  0.07
O  0.459  -1.267  0.315  -0.27
O  0.518  1.250  0.013  -0.29
O  0.401  -0.080  -2.134  -0.14
P  0.201  -0.060  -0.574  0.39
H  -2.264  -1.612  2.453  0.14
H  -2.825  -0.186  3.191  0.16
H  -2.246  1.820  2.608  0.12
H  -1.646  2.180  0.924  0.17
H  -0.626  -1.248  4.547  0.13
H  0.271  -1.376  3.138  0.16
H  0.609  1.420  2.030  0.08
H  -0.013  2.647  3.048  0.13
H  -1.849  -1.221  0.102  0.09
H  -1.227  -2.403  -2.783  0.09
H  0.110  -3.333  -2.609  0.08
H  -0.266  -2.295  -1.376  0.04
H  1.788  -0.494  -4.520  0.07
H  0.042  -0.228  -4.555  0.09
H  0.653  -1.870  -4.901  0.12
H  2.827  -0.774  -2.107  0.10
H  1.824  -1.967  -1.137  0.06
H  2.596  -2.406  -2.783  0.10
H  -0.952  1.125  4.577  0.19
H  0.789  0.732  4.254  0.22

Net charge ... +1
Orbital gap ... 0.33699 Ha
HOMO ... -0.475 Eh
Structure (SMILES) ... CC(C)(C)O[P@@](=O)([O-])C=[N+]1CC[NH2+]CC1
LUMO energy ... -3.77 eV



(4)
C9H20N3 | ωB97M-V with the def2-TZVPD basis set

Last column: Löwdin charge in e.
Positions of all 32 atoms, in Å:
C  -0.056  -2.298  -0.864  -0.09
C  0.322  -0.334  0.319  -0.30
C  1.148  -0.238  -0.919  -0.42
C  1.187  -0.360  1.651  -0.01
C  0.704  0.859  -1.881  -0.02
C  2.641  -0.273  -0.738  -0.02
C  -0.440  1.968  1.334  -0.02
C  -3.243  0.100  0.376  -0.15
C  -0.881  0.747  0.424  -0.30
N  -0.443  -1.648  0.182  0.15
N  0.792  -1.620  -1.586  0.15
N  -2.009  0.069  1.040  -0.18
H  -0.357  -3.267  -1.207  0.16
H  0.571  -0.622  2.579  0.12
H  1.475  0.626  1.830  0.04
H  2.109  -1.021  1.634  0.11
H  1.487  0.980  -2.703  0.12
H  0.773  1.740  -1.258  0.09
H  -0.208  0.943  -2.482  0.10
H  3.110  -0.003  -1.683  0.09
H  2.991  -1.289  -0.413  0.12
H  2.919  0.508  -0.034  0.10
H  -0.300  1.649  2.403  0.11
H  -0.977  2.857  0.972  0.10
H  0.505  2.285  0.964  0.05
H  -3.194  -0.664  -0.474  0.08
H  -4.037  -0.299  1.121  0.12
H  -3.469  1.064  -0.283  0.12
H  -1.120  0.883  -0.616  0.11
H  1.323  -2.122  -2.311  0.18
H  -1.958  0.444  2.081  0.17
H  -1.364  -1.664  0.541  0.11

Net charge ... +1
Orbital gap ... 0.36270 Ha
HOMO ... -0.457 Eh
Structure (SMILES) ... CN[C@@H](C)[C@@]1(C)NC=[NH+]C1(C)C
LUMO energy ... -2.55 eV



(5)
C9H20N3O | ωB97M-V with the def2-TZVPD basis set

Last column: Löwdin charge in e.
Positions of all 33 atoms, in Å:
C  -3.018  -0.544  0.514  -0.57
C  -0.368  0.446  0.058  -0.08
C  -2.548  -0.574  1.943  0.02
C  2.941  -0.524  -0.830  -0.03
C  2.490  -0.220  1.633  -0.03
C  -1.626  2.554  0.227  -0.01
C  -2.316  -0.175  -1.839  -0.06
C  0.423  -1.806  -0.144  0.01
C  2.019  0.090  0.215  -0.36
N  -0.449  1.714  0.330  0.06
N  -2.070  -0.333  -0.441  0.01
N  0.623  -0.377  0.026  -0.05
O  -4.148  -0.778  0.161  0.10
H  -3.232  0.015  2.551  0.10
H  -2.609  -1.599  2.303  0.10
H  -1.533  -0.211  2.064  0.06
H  3.063  -1.592  -0.681  0.09
H  2.577  -0.343  -1.838  0.09
H  3.921  -0.061  -0.741  0.10
H  2.576  -1.289  1.800  0.08
H  1.815  0.195  2.378  0.09
H  3.474  0.216  1.784  0.10
H  -2.530  1.958  0.312  0.09
H  -1.608  3.287  1.031  0.11
H  -1.635  3.083  -0.727  0.10
H  -2.527  0.859  -2.120  0.09
H  -1.468  -0.551  -2.412  0.09
H  -3.191  -0.783  -2.072  0.11
H  -0.628  -2.045  -0.011  0.10
H  1.007  -2.342  0.600  0.10
H  0.736  -2.122  -1.138  0.11
H  2.016  1.174  0.071  0.13
H  0.400  2.212  0.585  0.16

Net charge ... +1
Orbital gap ... 0.35322 Ha
HOMO ... -0.484 Eh
LUMO energy ... -3.57 eV



(6)
C9H20N5O | ωB97M-V with the def2-TZVPD basis set

Last column: Löwdin charge in e.
Positions of all 35 atoms, in Å:
C  0.332  0.461  -1.969  0.04
C  -0.895  0.835  -2.349  -0.17
C  -1.804  1.609  -1.430  -0.17
N  -3.146  1.840  -1.983  0.09
C  -4.049  0.879  -2.038  -0.33
N  -3.842  -0.391  -1.624  0.19
C  -4.985  -1.009  -1.827  -0.08
N  -5.907  -0.210  -2.362  0.10
N  -5.312  1.011  -2.510  0.15
H  1.165  0.553  -2.656  0.07
H  0.505  -0.021  -1.011  0.06
H  -1.292  0.548  -3.322  0.10
H  -1.892  1.140  -0.445  0.13
H  -1.368  2.589  -1.261  0.13
H  -3.387  2.760  -2.312  0.16
H  -5.170  -2.042  -1.587  0.15
H  -6.863  -0.407  -2.615  0.19
H  -5.785  1.820  -2.878  0.19
C  3.525  -0.779  3.724  -0.07
C  4.005  -0.039  2.480  -0.44
C  2.891  0.254  1.466  -0.21
O  2.481  -0.858  0.689  -0.21
C  1.555  -1.727  1.315  -0.11
N  5.123  -0.778  1.893  0.04
H  3.353  -1.837  3.521  0.07
H  4.281  -0.720  4.505  0.08
H  2.601  -0.348  4.114  0.08
H  4.388  0.934  2.802  0.14
H  3.272  0.982  0.745  0.12
H  2.022  0.709  1.961  0.12
H  0.860  -1.183  1.962  0.09
H  2.064  -2.497  1.898  0.08
H  0.989  -2.223  0.524  0.08
H  5.532  -0.241  1.135  0.07
H  4.755  -1.613  1.446  0.07

Net charge ... +1
Orbital gap ... 0.27503 Ha
HOMO ... -0.396 Eh
LUMO energy ... -3.29 eV



(7)
C9H20NO2PS | ωB97M-V with the def2-TZVPD basis set

Last column: Löwdin charge in e.
Positions of all 34 atoms, in Å:
S  -2.893  -1.207  -0.372  0.36
O  -0.291  0.160  0.032  -0.25
O  -1.011  -1.579  1.827  -0.24
N  -0.070  -2.368  -0.614  -0.07
C  -1.357  -3.079  -2.487  -0.11
C  0.160  -1.123  -2.763  -0.05
C  1.094  -3.395  -2.396  -0.06
C  0.767  0.675  2.801  -0.03
C  -1.368  1.901  3.212  -0.04
C  -0.801  1.189  0.873  -0.19
C  -1.498  -0.476  2.625  -0.20
C  -0.053  -2.437  -2.039  -0.71
C  -0.690  0.800  2.374  -0.54
P  -1.038  -1.257  0.236  0.31
H  0.863  -2.372  -0.237  0.10
H  -1.247  -3.503  -3.497  0.08
H  -1.691  -3.871  -1.779  0.10
H  -2.151  -2.339  -2.563  0.01
H  1.110  -0.670  -2.480  0.08
H  -0.617  -0.433  -2.443  0.06
H  0.143  -1.283  -3.861  0.10
H  2.051  -2.962  -2.093  0.08
H  1.125  -3.631  -3.484  0.10
H  1.004  -4.356  -1.881  0.09
H  0.860  0.378  3.829  0.08
H  1.218  1.678  2.709  0.10
H  1.320  -0.003  2.141  0.09
H  -2.463  1.840  3.187  0.09
H  -1.009  1.871  4.242  0.09
H  -1.098  2.894  2.805  0.09
H  -0.151  2.061  0.764  0.13
H  -1.797  1.486  0.607  0.11
H  -1.447  -0.742  3.712  0.15
H  -2.560  -0.279  2.430  0.10

Orbital gap ... 0.33686 Ha
HOMO ... -0.313 Eh
Structure (SMILES) ... CC1(C)COP(=S)(NC(C)(C)C)OC1
LUMO energy ... 0.65 eV



no.,total energy (a.u.),maximum force (eV/Å)
1,-2247.6645,5.72
2,-2813.0218,1.36
3,-1031.2244,3.01
4,-518.8946,5.00
5,-594.1442,5.44
6,-703.6120,1.58
7,-1299.7870,3.69